C10H30NO13 | ωB97M-V/def2-TZVPD

Largest force on an atom: 5.528 eV/Å
HOMO level (alpha / beta): -9.58 / -9.56 eV
Spin multiplicity: 2

Each line ends with the Löwdin spin population.
CARTESIAN COORDINATES (ANGSTROEM)
1 N 0.591 6.840 2.238  -0.04
2 O 0.584 7.046 1.026  0.40
3 O -0.367 7.030 2.851  0.27
4 O 1.488 6.180 2.743  0.36
5 C 1.111 2.600 2.162  0.00
6 C 0.901 2.864 0.611  0.00
7 O -0.001 3.919 0.556  0.00
8 O -0.077 2.190 2.912  0.00
9 H 1.433 3.507 2.674  0.00
10 H 1.821 1.773 2.140  0.00
11 H 0.472 1.998 0.107  0.00
12 H 1.886 3.003 0.165  0.00
13 H 0.248 4.812 0.807  0.00
14 H 0.264 1.982 3.786  0.00
15 C 4.906 7.548 1.575  0.00
16 C 6.188 7.538 0.791  0.00
17 O 6.546 8.948 0.526  0.00
18 O 4.346 6.242 1.851  0.00
19 H 4.259 8.188 0.976  0.00
20 H 4.929 8.129 2.496  0.00
21 H 6.004 7.128 -0.202  0.00
22 H 6.864 6.828 1.268  0.00
23 H 7.172 9.127 -0.179  0.00
24 H 3.426 6.307 2.117  0.00
25 C -4.867 5.258 1.059  0.00
26 C -3.679 6.194 1.447  0.00
27 O -2.498 5.714 0.974  0.00
28 O -4.723 3.886 1.394  0.00
29 H -5.174 5.256 0.013  0.00
30 H -5.769 5.623 1.549  0.00
31 H -3.561 6.494 2.488  0.00
32 H -3.975 7.072 0.873  0.00
33 H -1.816 6.370 0.815  0.00
34 H -5.313 3.342 0.867  0.00
35 C 1.765 9.490 4.587  0.00
36 C 2.864 8.556 5.184  0.00
37 O 4.060 9.243 5.481  0.00
38 O 1.963 10.697 5.227  0.00
39 H 0.806 9.070 4.890  0.00
40 H 1.736 9.653 3.510  0.00
41 H 3.006 7.716 4.505  0.00
42 H 2.520 8.035 6.078  0.00
43 H 4.375 9.723 4.711  0.00
44 H 2.872 10.825 5.508  0.00
45 C -3.295 3.453 5.232  0.00
46 C -2.017 4.247 5.241  0.00
47 O -1.643 4.707 3.908  0.00
48 O -3.192 2.525 4.131  0.00
49 H -4.173 4.076 5.060  0.00
50 H -3.499 2.907 6.153  0.00
51 H -1.146 3.754 5.672  0.00
52 H -2.085 5.060 5.963  0.00
53 H -0.999 5.406 4.043  0.00
54 H -4.020 2.041 4.086  0.00